# 1
Computed, not measured: an isolated molecule of C2H3N3O at a distorted geometry, with ωB97M-V with the def2-TZVPD basis set.

Each line ends with the Mulliken charge.
CARTESIAN COORDINATES (ANGSTROEM)
1 N 0.46625 1.35013 -0.19084  -0.45
2 C -0.57670 0.53785 0.24870  0.34
3 O -1.72155 0.76520 0.57405  -0.54
4 C -0.08599 -0.93871 0.41157  0.18
5 N 0.33232 -1.63915 -0.78476  -0.19
6 N 1.19857 -1.49158 0.06289  -0.26
7 H 1.05241 0.82755 -0.80069  0.26
8 H 0.07208 2.19140 -0.52766  0.27
9 H -0.73738 -1.60268 1.00673  0.38

- largest force on an atom (eV Å⁻¹) = 2.8
- structure (SMILES) = NC(=O)C1N=N1
- lowest unoccupied orbital energy (eV) = 0.01
- HOMO-LUMO gap (eV) = 10.49
- energy above the lowest of the compared OMol25 structures with the same formula, charge and spin (kcal/mol) = 51.2
- DFT total energy (eV) = -8638.2758

***

# 2
Computed, not measured: an isolated molecule of C4H5NO2, with ωB97M-V with the def2-TZVPD basis set.

Each line ends with the Mulliken charge.
CARTESIAN COORDINATES (ANGSTROEM)
1 O 3.04771 -0.40536 -0.32887  -0.48
2 C 1.86262 -0.29597 -0.53445  -0.08
3 C 0.93923 0.42714 0.38298  -0.13
4 C -0.11413 1.37483 -0.20001  -0.61
5 N -0.44931 0.07793 0.24087  0.10
6 C -1.36267 -0.75226 0.54964  0.14
7 O -2.64113 -0.51912 0.24313  -0.45
8 H 1.39105 -0.66023 -1.47548  0.32
9 H 1.31888 0.60618 1.38828  0.31
10 H -0.10253 1.41871 -1.29667  0.22
11 H -2.71785 0.40720 -0.04583  0.32
12 H -1.17186 -1.67904 1.07640  0.35

- largest force on an atom (eV Å⁻¹) = 0.5
- lowest unoccupied orbital energy (eV) = 0.59
- HOMO-LUMO gap (eV) = 8.56
- energy above the lowest of the compared OMol25 structures with the same formula, charge and spin (kcal/mol) = 101.6
- DFT total energy (eV) = -9809.9076

***

# 3
Computed, not measured: a 8-piece molecular cluster, C10H36N10O8 overall at a distorted geometry, with ωB97M-V with the def2-TZVPD basis set.

Each line ends with the Mulliken charge.
CARTESIAN COORDINATES (ANGSTROEM)
1 N -3.41891 3.11187 0.47763  -0.40
2 C -2.16396 2.73625 0.34234  0.48
3 N -1.89050 2.40972 -0.82030  -0.31
4 O -1.24302 2.85678 1.33044  -0.86
5 H -3.73995 3.38751 1.38121  0.27
6 H -4.14186 3.22553 -0.24618  0.20
7 H -0.87152 2.24599 -0.88449  0.01
8 H -2.44544 2.72840 -1.65163  0.26
9 N 0.12657 -2.49984 1.18541  -0.37
10 C 1.39890 -2.70314 1.16090  0.22
11 N 2.10004 -1.69005 1.59375  -0.32
12 O 2.04789 -3.87629 0.73519  -0.73
13 H -0.40900 -3.27146 0.65615  0.22
14 H -0.38721 -1.83313 1.76729  0.39
15 H 3.16241 -1.97240 1.64715  0.27
16 H 1.78085 -0.82585 2.05414  0.47
17 N -2.51737 -0.32130 -0.53492  -0.47
18 C -3.19721 -1.01774 -1.45591  0.36
19 N -3.28412 -2.23148 -1.08490  -0.36
20 O -3.61653 -0.69604 -2.73306  -0.70
21 H -2.49426 0.68436 -0.66823  0.39
22 H -2.37296 -0.69074 0.43339  0.28
23 H -3.69902 -2.79300 -1.85160  0.27
24 H -2.84695 -2.74649 -0.28506  0.21
25 N 0.04191 -0.20817 -0.20716  1.18
26 C 0.88853 0.51182 -0.82200  -0.12
27 N 2.06358 0.36300 -0.38887  -0.28
28 O 0.60942 1.42775 -1.81450  -0.86
29 H -0.91032 -0.28492 -0.51874  -0.13
30 H 0.33718 -1.04779 0.42434  -0.49
31 H 2.82683 0.70003 -0.94274  0.28
32 H 2.27875 -0.47404 0.25782  0.20
33 N 1.40440 2.57354 1.15699  0.11
34 C 2.02738 3.57727 1.60659  0.53
35 N 1.15734 4.49643 1.90486  -0.40
36 O 3.37954 3.77885 1.75538  -0.77
37 H 1.90103 1.89057 0.51612  0.10
38 H 0.38655 2.70269 1.15423  0.45
39 H 1.54611 5.37138 2.25643  0.25
40 H 0.20112 4.26055 2.17111  0.19
41 C -0.09475 -2.49924 -2.37340  0.12
42 C 0.32632 -3.89385 -2.46620  -0.59
43 O -0.85937 -4.70410 -2.69901  -0.56
44 H -0.47347 -2.10134 -3.33109  0.28
45 H 0.77113 -1.85545 -2.28209  0.20
46 H -0.83327 -2.30858 -1.62711  -0.42
47 H 0.77073 -4.13260 -1.53341  0.32
48 H 0.98344 -4.11654 -3.31810  0.31
49 H -0.68718 -5.65935 -2.63385  0.30
50 C 2.52067 -0.21542 4.63212  -1.34
51 C 2.00597 0.93318 3.88810  -0.25
52 O 1.16550 0.42699 2.86416  -0.71
53 H 1.71789 -0.88062 4.95134  0.27
54 H 3.05563 0.09510 5.48315  0.47
55 H 3.20356 -0.71501 3.94582  0.27
56 H 2.88434 1.38875 3.47777  0.28
57 H 1.55956 1.72797 4.52230  0.40
58 H 1.08843 0.99378 2.08542  0.59
59 C -1.02872 0.32889 -4.34609  -0.06
60 O -0.50127 1.61211 -4.09968  -0.66
61 H -1.28800 -0.00608 -3.34150  -0.36
62 H -0.38061 -0.42159 -4.89336  0.20
63 H -1.96390 0.50504 -4.71733  0.42
64 H 0.04111 1.64150 -3.24658  0.51

- largest force on an atom (eV Å⁻¹) = 9.4
- structure (SMILES) = NC(N)=O.NC(N)=O.NC(N)=O.NC(N)=O.NC(N)=O.CCO.CCO.CO
- lowest unoccupied orbital energy (eV) = -0.45
- HOMO-LUMO gap (eV) = 8.46
- energy above the lowest of the compared OMol25 structures with the same formula, charge and spin (kcal/mol) = 183.1
- DFT total energy (eV) = -42231.5330

***

# 4
Computed, not measured: a 2-piece molecular cluster, C4H12O2 overall at a distorted geometry, with ωB97M-V with the def2-TZVPD basis set.

Each line ends with the Mulliken charge.
CARTESIAN COORDINATES (ANGSTROEM)
1 C -2.40555 -1.17380 0.91125  -0.88
2 C -3.69820 -1.25645 1.75210  -0.11
3 O -4.86978 -1.32569 0.92340  -0.55
4 H -1.95916 -0.21194 1.09492  0.25
5 H -1.67950 -1.96980 1.05760  0.26
6 H -2.77558 -1.14948 -0.08635  0.30
7 H -3.80120 -0.31538 2.29356  0.20
8 H -3.82075 -2.08895 2.44681  0.24
9 H -4.69474 -1.81042 0.11158  0.29
10 C 3.36732 1.09019 -2.09507  -0.86
11 C 3.39367 0.97728 -0.56414  -0.25
12 O 2.41271 1.82876 0.06445  -0.54
13 H 3.07371 0.14609 -2.53860  0.24
14 H 2.70424 1.86450 -2.48046  0.30
15 H 4.36374 1.34157 -2.43611  0.29
16 H 4.33497 1.40124 -0.20259  0.23
17 H 3.22872 -0.04126 -0.24194  0.29
18 H 2.82538 2.69354 -0.01042  0.30

- largest force on an atom (eV Å⁻¹) = 1.5
- structure (SMILES) = CCO.CCO
- lowest unoccupied orbital energy (eV) = 0.88
- HOMO-LUMO gap (eV) = 11.00
- energy above the lowest of the compared OMol25 structures with the same formula, charge and spin (kcal/mol) = 27.2
- DFT total energy (eV) = -8436.3329

***

# 5
Computed, not measured: an isolated molecule of C8H11FO3 at a distorted geometry, with ωB97M-V with the def2-TZVPD basis set.

Each line ends with the Mulliken charge.
CARTESIAN COORDINATES (ANGSTROEM)
1 C -3.31595 -0.15282 -0.68777  -1.08
2 C -2.15384 0.61026 -0.72255  -0.33
3 C 0.38018 1.07109 -0.66348  0.64
4 C 1.88753 -0.85960 -0.17071  0.43
5 C 0.61104 -1.48538 0.47201  0.03
6 C -0.91638 0.12351 -0.46226  0.36
7 C 1.82206 0.57204 -0.45679  -0.43
8 C 0.38812 -1.12198 1.89159  -1.08
9 O -0.57860 -1.20528 -0.30522  -0.46
10 O 0.18624 2.45268 -0.28748  -0.65
11 O 2.63827 1.49126 0.08590  -0.57
12 F 2.12531 -1.64741 -1.30527  -0.32
13 H -4.31831 0.42925 -0.68681  0.22
14 H -3.25621 -1.13024 -0.44856  0.46
15 H -2.13357 1.59948 -1.03395  0.21
16 H 0.23257 0.85419 -1.79698  0.21
17 H 2.87108 -1.10681 0.49974  0.27
18 H 0.70533 -2.57577 0.28018  0.37
19 H -0.12835 -1.99845 2.37537  0.33
20 H -0.13865 -0.10561 1.95220  0.29
21 H 1.41840 -1.17410 2.38264  0.33
22 H -0.38052 3.03741 -0.94940  0.37
23 H 2.05426 2.32229 0.03760  0.40

- largest force on an atom (eV Å⁻¹) = 5.1
- lowest unoccupied orbital energy (spin up / spin down) (eV) = 0.20 / 0.02
- HOMO-LUMO gap (spin up / spin down) (eV) = 7.25 / 7.42
- energy above the lowest of the compared OMol25 structures with the same formula, charge and spin (kcal/mol) = 104.4
- DFT total energy (eV) = -17328.6765

***

# 6
Computed, not measured: an isolated molecule of C2H3N3 at a distorted geometry, with ωB97M-V with the def2-TZVPD basis set.

Each line ends with the Mulliken charge.
CARTESIAN COORDINATES (ANGSTROEM)
1 N 1.15912 -0.44468 0.06679  -0.54
2 C -0.09763 -0.68119 0.18307  0.23
3 C -0.97609 0.41554 -0.06762  -0.61
4 N -0.23042 1.48107 -0.37718  0.31
5 N 0.92336 1.62807 -0.45681  -0.34
6 H 1.80437 -1.21151 0.23344  0.22
7 H -0.53246 -1.64991 0.45312  0.36
8 H -2.05025 0.46261 -0.03482  0.37

- largest force on an atom (eV Å⁻¹) = 1.5
- lowest unoccupied orbital energy (eV) = 0.52
- HOMO-LUMO gap (eV) = 9.16
- energy above the lowest of the compared OMol25 structures with the same formula, charge and spin (kcal/mol) = 51.1
- DFT total energy (eV) = -6590.3581